Computed, not measured: C24H23AlCl2NO5S as an isolated structure, with the ωB97M-V functional and the def2-TZVPD basis.

Summary:
Frontier orbital gap: 7.759 eV

```
! wB97M-V def2-TZVPD RIJCOSX def2/J DEFGRID3
* xyz 1 1
Al -0.10058 -0.64776 -1.34819
Cl -3.50893 -2.50033 -2.11451
C -3.77498 -0.82008 -1.71873
C -4.93124 -0.53393 -1.01388
C -5.22175 0.77936 -0.69134
C -4.36292 1.78868 -1.08463
C -3.21120 1.48292 -1.79273
Cl -2.21592 2.80904 -2.28177
C -2.86109 0.16535 -2.12010
S -1.40278 -0.22356 -3.08138
H -5.59556 -1.33999 -0.73619
H -6.12391 1.01613 -0.14372
H -4.58078 2.82393 -0.86244
C 0.09398 -4.23964 0.42300
C 0.15476 -3.36838 -0.80507
C -0.22556 -4.10899 -2.07713
O -0.80247 -2.22678 -0.61221
C 1.52663 -2.70257 -1.02295
O 2.53873 -3.32653 -0.85788
O 1.44709 -1.46871 -1.48912
H -0.85915 -4.76935 0.46296
H 0.21187 -3.64084 1.32257
H 0.90162 -4.96828 0.37599
H -1.20073 -4.58855 -1.96939
H 0.51797 -4.88580 -2.25078
H -0.24423 -3.44242 -2.94112
H -1.67635 -2.51617 -0.94727
C 3.80947 2.29659 1.00416
O 2.57159 1.92203 1.60811
C 2.35052 0.61581 1.84502
C 3.26960 -0.39687 1.59323
C 2.98065 -1.70186 1.95375
C 1.77864 -2.01873 2.57059
C 0.83721 -1.02657 2.77962
C 1.11241 0.27942 2.40309
N 0.15214 1.29168 2.72146
C -0.23441 2.36013 2.07625
C 0.04701 2.79101 0.75471
C 0.09720 4.18814 0.56206
C 0.58649 4.71810 -0.60422
C 1.01317 3.84903 -1.61516
C 0.89918 2.48121 -1.48368
C 0.37080 1.92725 -0.31530
O 0.15027 0.63036 -0.18323
H 3.76623 3.37512 0.89024
H 3.91855 1.82783 0.02473
H 4.65105 2.02775 1.64328
H 4.21878 -0.16844 1.13163
H 3.70496 -2.47959 1.75256
H 1.58399 -3.03437 2.88513
H -0.11996 -1.25779 3.23647
H -0.22643 1.20532 3.65502
H -0.82366 3.03788 2.68804
H -0.20841 4.84053 1.37219
H 0.64976 5.78891 -0.73899
H 1.41498 4.25686 -2.53485
H 1.18570 1.82652 -2.29791
*
```

Results of the Löwdin charge analysis, in e, for atoms 1 through 5: -0.0330, 0.7666, -0.6284, -0.1008, -0.0595

=====

Computed, not measured: C24H23CeCl2N7O7S3 as an isolated structure, with the ωB97M-V functional and the def2-TZVPD basis.

Summary:
Frontier orbital gap (spin up / spin down): 4.977 / 4.975 eV

```
! wB97M-V def2-TZVPD RIJCOSX def2/J DEFGRID3
* xyz 2 1
Ce 0.03455 -1.01667 -0.29565
O -3.14127 -3.61177 1.95248
C -2.21451 -2.76580 1.58750
O -1.74044 -2.71839 0.45954
C -1.78211 -1.81193 2.67296
O -0.46021 -1.39277 2.41652
C 0.55357 -2.21783 3.01618
C 1.65789 -2.48795 2.01090
O 2.79593 -2.68460 2.32927
O 1.23684 -2.48822 0.74293
H -3.39510 -4.19465 1.21505
H -1.89335 -2.26187 3.65985
H -2.44142 -0.94007 2.60988
H 0.13745 -3.18029 3.32659
H 0.97208 -1.70789 3.88287
N 3.57854 -2.17729 -0.96234
C 2.86525 -2.00472 -2.07836
N 1.54803 -1.85207 -2.11163
C 1.11166 -1.68221 -3.41482
C 2.08861 -1.65963 -4.35416
S 3.62381 -1.89461 -3.62692
C -0.32460 -1.66913 -3.62201
C -0.98240 -1.59434 -4.80169
S -2.65805 -1.88345 -4.56720
C -2.37309 -2.08286 -2.87634
N -1.12170 -1.89124 -2.50029
N -3.35337 -2.46962 -2.04946
H 3.10589 -2.46790 -0.11245
H 4.56616 -2.35981 -1.02552
H 1.99172 -1.57238 -5.42290
H -0.57676 -1.44137 -5.78715
H -4.31438 -2.36386 -2.32658
H -3.15374 -2.50234 -1.06355
Cl -4.78991 -0.88870 0.61319
C -4.21477 0.66790 -0.03318
Cl -3.93911 1.80157 1.29826
C -2.95620 0.46646 -0.88988
O -3.02392 0.67003 -2.07787
O -1.87292 0.13485 -0.23485
H -5.00240 1.07575 -0.65668
S 2.25774 0.96878 -1.23704
C 1.13617 2.23846 -1.47264
N 1.47067 3.47492 -1.01640
C 0.69964 4.57806 -1.13238
C -0.53025 4.48949 -1.71549
C -0.94077 3.23938 -2.20174
C -0.11970 2.14198 -2.09560
H 2.38053 3.54922 -0.57449
H 1.11715 5.49574 -0.74505
H -1.15026 5.36706 -1.81203
H -1.90678 3.13499 -2.67853
H -0.41911 1.19303 -2.52447
N -0.05161 2.70721 2.59741
C -0.45697 1.92494 1.57933
N 0.44113 1.02988 1.23896
C 1.52136 1.23625 2.10740
C 2.75609 0.59345 2.19616
C 3.62340 1.01115 3.18306
C 3.29175 2.05944 4.05847
C 2.08523 2.72106 3.96792
C 1.21371 2.28329 2.97583
H -0.60073 3.42912 3.03444
H -1.42327 2.02940 1.11876
H 3.04191 -0.19163 1.50971
H 4.58509 0.52767 3.28270
H 4.00314 2.35748 4.81597
H 1.83250 3.53183 4.63723
*
```

Results of the Löwdin charge analysis, in e, for atoms 1 through 5: 1.3143, 0.1999, -0.4724, 0.0075, -0.0614

=====

Computed, not measured: C24H23Cl2MoN8O7S2 as an isolated structure, with the ωB97M-V functional and the def2-TZVPD basis.

Summary:
Frontier orbital gap (spin up / spin down): 6.568 / 5.159 eV

```
! wB97M-V def2-TZVPD RIJCOSX def2/J DEFGRID3
* xyz -1 3
Mo -0.40217 -0.20548 0.17887
N -0.66433 -1.80485 4.69808
C 0.17199 -1.73771 3.61600
S 1.79486 -1.30006 3.68575
N -0.62242 -1.99670 2.50992
N -0.07792 -2.07370 1.32378
C -0.67962 -2.94637 0.43673
C -0.06507 -3.51029 -0.69919
C -0.90198 -4.38273 -1.42719
C -0.39782 -5.17089 -2.44081
C 0.96597 -5.04420 -2.76573
C 1.80876 -4.15233 -2.13826
C 1.33243 -3.29460 -1.11238
O 2.07696 -2.42524 -0.58474
H -0.27305 -1.55570 5.60390
H -1.45312 -2.45466 4.69674
H -1.68174 -3.31592 0.66609
H -1.97134 -4.43218 -1.17789
H -1.01060 -5.87394 -2.98590
H 1.36405 -5.64949 -3.57773
H 2.85773 -4.06397 -2.41670
C -1.00890 1.56767 3.97092
C 0.15379 1.73489 3.04285
N 0.44847 1.11198 1.87724
C 1.70783 1.60052 1.48125
C 2.12273 2.55411 2.37593
N 1.14005 2.59901 3.35885
C 3.25370 3.54350 2.41805
O 4.14904 3.46314 1.42534
O 3.34270 4.35798 3.32808
C 2.42473 1.03338 0.30836
O 3.45261 1.65437 -0.10880
O 1.94955 -0.04772 -0.20168
H -1.34467 0.53637 3.92584
H -1.83602 2.24291 3.64589
H -0.70663 1.82785 4.99919
H 1.18786 3.21034 4.17150
H 3.89961 2.73861 0.72705
Cl -3.41303 -0.58847 2.92557
C -4.07891 0.21910 1.56171
C -5.32281 0.81529 1.64940
C -5.97355 1.37514 0.51589
C -5.39291 1.26525 -0.75394
C -4.10563 0.71908 -0.90203
Cl -3.38997 0.56880 -2.42955
C -3.42371 0.29838 0.28356
N -2.07921 0.02222 0.16958
H -5.80545 0.82848 2.62219
H -6.94262 1.81110 0.64798
H -5.93325 1.56266 -1.63995
S -0.33393 -0.69649 -2.24790
C 0.98340 0.37172 -2.85765
N 2.19758 -0.20999 -2.87952
C 3.34459 0.64391 -3.23270
C 2.94558 1.71677 -4.22880
C 1.74355 2.45853 -3.70592
N 0.67665 1.54318 -3.30857
H 2.34655 -0.95956 -2.18590
H 4.13574 0.01070 -3.63900
H 3.73321 1.07915 -2.29146
H 2.72146 1.27347 -5.20714
H 3.80551 2.39524 -4.36153
H 1.28965 3.14710 -4.42836
H 1.99472 3.10951 -2.82620
H -0.73007 2.21756 -2.22623
O -0.23714 2.17942 -0.45584
O -1.26401 2.48489 -1.40290
*
```

Results of the Löwdin charge analysis, in e, for atoms 1 through 5: 1.5487, 0.0272, -0.9511, 0.5813, -0.0707

=====

Computed, not measured: C24H23KN6O7S as an isolated structure, with the ωB97M-V functional and the def2-TZVPD basis.

Summary:
Frontier orbital gap: 6.763 eV

```
! wB97M-V def2-TZVPD RIJCOSX def2/J DEFGRID3
* xyz -2 1
K 0.00344 0.09173 0.79746
C -0.27328 -1.73305 -4.37663
C 1.04290 -1.81468 -3.71129
N 1.84012 -2.84428 -3.70441
N 2.94548 -2.41181 -3.03750
C 2.83804 -1.12324 -2.62180
S 4.04728 -0.22274 -1.93843
N 1.59535 -0.75484 -3.04349
N 0.98936 0.48153 -2.88831
H -0.49641 -2.68189 -4.85448
H -0.25729 -0.93051 -5.11503
H -1.05669 -1.48999 -3.64842
H 3.65396 -3.05807 -2.74343
H -0.00097 0.32883 -2.68297
H 1.36402 0.94743 -2.03671
O -3.69333 -1.47164 -2.33261
C -2.86419 -0.94315 -1.57699
O -1.73360 -0.49270 -1.85897
C -3.28990 -0.84209 -0.10568
C -4.45597 -0.16465 0.25182
C -4.86525 -0.18589 1.57096
C -4.09064 -0.86698 2.49975
C -2.94002 -1.49476 2.05197
N -2.55589 -1.49758 0.78495
H -5.03594 0.34609 -0.50464
H -5.78033 0.31417 1.87315
H -4.37403 -0.91403 3.54258
H -2.29548 -2.03814 2.73088
O 1.07226 -2.98812 3.72462
C 0.63787 -2.28249 2.80102
O 0.44611 -1.05005 2.78215
C 0.18558 -3.02967 1.53003
C -0.47686 -4.24743 1.67578
C -0.98837 -4.88051 0.56000
C -0.82752 -4.26947 -0.67284
C -0.13688 -3.06956 -0.71653
N 0.37435 -2.46395 0.34294
H -0.56662 -4.66919 2.66633
H -1.51214 -5.82668 0.64550
H -1.22621 -4.70374 -1.57944
H -0.00029 -2.56611 -1.65866
C 4.43348 4.26658 -3.18080
O 3.92417 5.15141 -2.21359
C 3.02439 4.62309 -1.31147
C 2.58172 5.51805 -0.32116
C 1.68893 5.07712 0.62350
C 1.17698 3.77467 0.62808
C 0.23587 3.30859 1.63389
C 0.36681 3.89273 3.03830
O -0.60948 2.44723 1.43473
C 1.62572 2.84123 -0.37559
O 1.26024 1.63620 -0.39918
C 2.56685 3.33732 -1.33602
H 5.12303 4.85361 -3.78876
H 3.64054 3.86521 -3.81995
H 4.96382 3.42793 -2.71899
H 2.95284 6.53319 -0.33187
H 1.34055 5.78964 1.36179
H 0.62698 4.94740 3.03718
H 1.15887 3.34198 3.54554
H -0.56420 3.73803 3.58071
H 2.90252 2.62452 -2.07449
*
```

Results of the Löwdin charge analysis, in e, for atoms 1 through 5: 0.8670, -0.0098, -0.3774, 0.0844, -0.0055

=====

E (computed, hartree): -2920.31197; -4428.18547; -3678.05044; -2781.86517
Energy relative to the best compared isomer or geometry (same formula, charge and spin) (computed, kJ/mol): 11.0; 23.2; 106.5; 50.1